# 1
Computed, not measured: the molecule C15H21N5O4S, with the ωB97M-V functional and the def2-TZVPD basis.

Summary:
- SMILES string = CC(C)NS(=O)(=O)c1ccc(NCCCn2ccnc2)c([N+](=O)[O-])c1
- charge = 0
- gap between HOMO and LUMO (eV) = 8.02
- electronic energy (a.u.) = -1557.02501
- ΔE to the lowest compared entry with this formula, charge and spin (kJ/mol) = 0.00
- E_LUMO (eV) = -0.92

XYZ file:
```
46
C15H21N5O4S, DFT the ωB97M-V functional and the def2-TZVPD basis
C -4.283 -2.620 -1.233
C -4.646 -1.139 -1.149
C -5.915 -0.818 -1.935
N -4.762 -0.754 0.247
S -4.445 0.832 0.619
O -4.846 1.733 -0.427
O -4.947 1.059 1.940
C -2.657 0.816 0.657
C -1.954 1.947 0.247
C -0.586 1.972 0.311
C 0.154 0.860 0.779
N 1.490 0.887 0.843
C 2.345 1.979 0.450
C 3.802 1.536 0.528
C 4.132 0.460 -0.517
N 5.483 -0.003 -0.369
C 5.912 -0.993 0.472
C 7.269 -1.039 0.336
N 7.679 -0.102 -0.558
C 6.595 0.501 -0.956
C -0.588 -0.294 1.165
N 0.028 -1.496 1.595
O -0.678 -2.455 1.828
O 1.254 -1.533 1.704
C -1.986 -0.285 1.112
H -4.104 -2.902 -2.267
H -3.389 -2.825 -0.651
H -5.096 -3.227 -0.842
H -3.819 -0.535 -1.540
H -5.784 -1.070 -2.984
H -6.132 0.244 -1.851
H -6.756 -1.385 -1.541
H -5.594 -1.093 0.706
H -2.516 2.792 -0.118
H -0.053 2.858 0.008
H 1.928 0.062 1.247
H 2.189 2.840 1.113
H 2.108 2.289 -0.575
H 4.010 1.142 1.525
H 4.450 2.399 0.369
H 3.457 -0.394 -0.405
H 4.010 0.871 -1.524
H 5.232 -1.568 1.065
H 7.974 -1.685 0.820
H 6.564 1.297 -1.673
H -2.530 -1.162 1.428
```

# 2
Computed, not measured: the molecule C8H6N2O, with the ωB97M-V functional and the def2-TZVPD basis.

Summary:
- SMILES string = c1ccc(-c2ncco2)nc1
- charge = 0
- gap between HOMO and LUMO (eV) = 8.91
- electronic energy (a.u.) = -493.15086
- ΔE to the lowest compared entry with this formula, charge and spin (kJ/mol) = 191.81
- E_LUMO (eV) = 0.22

XYZ file:
```
17
C8H6N2O, DFT the ωB97M-V functional and the def2-TZVPD basis
C 3.107 -0.729 0.409
C 2.204 -1.620 -0.218
C 0.898 -1.322 -0.470
C 0.499 -0.102 -0.004
C -0.930 0.214 -0.199
N -1.820 -0.444 -0.984
C -2.992 0.273 -0.786
C -2.895 1.235 0.196
O -1.557 1.190 0.529
N 1.210 0.759 0.634
C 2.418 0.463 0.887
H 4.166 -0.898 0.553
H 2.683 -2.573 -0.604
H 0.358 -2.022 -1.195
H -3.979 -0.028 -1.285
H -3.497 2.061 0.583
H 3.148 1.273 1.262
```

# 3
Computed, not measured: C21H56MnNO16S5 as an isolated structure, with the ωB97M-V functional and the def2-TZVPD basis.

Summary:
- 2S+1 = 6
- charge = +1
- gap between HOMO and LUMO (spin up / spin down) (eV) = 9.27 / 9.56
- electronic energy (a.u.) = -5234.01779
- ΔE to the lowest compared entry with this formula, charge and spin (kJ/mol) = 0.00
- E_LUMO (spin up / spin down) (eV) = -2.93 / -3.41

XYZ file:
```
100
C21H56MnNO16S5, DFT the ωB97M-V functional and the def2-TZVPD basis
Mn 1.474 -0.311 0.194
O -0.354 -0.984 0.296
H -1.162 -0.736 0.727
C 5.010 -1.913 -2.148
C 4.039 -1.498 -1.053
N 2.710 -1.012 -1.505
C 1.874 -2.100 -2.107
C 1.551 -3.284 -1.220
C 2.856 0.056 -2.493
C 3.775 1.232 -2.151
H 4.635 -2.763 -2.719
H 5.973 -2.215 -1.740
H 5.210 -1.106 -2.855
H 3.834 -2.397 -0.471
H 4.525 -0.809 -0.360
H 2.454 -2.456 -2.966
H 0.962 -1.623 -2.466
H 2.426 -3.844 -0.901
H 0.860 -3.929 -1.761
H 0.981 -2.971 -0.342
H 3.125 -0.288 -3.500
H 1.878 0.479 -2.741
H 3.535 1.690 -1.189
H 4.810 0.894 -2.068
H 3.722 1.979 -2.937
O 1.500 3.472 -2.006
S 0.555 2.808 -1.155
O 0.720 1.412 -0.764
O 0.345 3.688 0.220
C 0.873 5.031 0.187
C 0.494 5.730 1.479
C -1.124 3.082 -1.821
H 0.600 5.577 -0.716
H 1.963 4.951 0.199
H 0.819 6.768 1.404
H 0.996 5.243 2.309
H -0.587 5.763 1.624
H -1.334 4.119 -1.588
H -1.707 2.316 -1.318
H -1.105 2.912 -2.894
O -1.853 -4.320 1.354
S -2.608 -4.333 0.123
O -3.143 -5.571 -0.371
O -3.846 -3.297 0.251
C -3.572 -2.106 0.992
C -4.515 -1.909 2.160
C -1.665 -3.608 -1.212
H -3.553 -1.264 0.295
H -2.577 -2.188 1.443
H -5.494 -1.609 1.782
H -4.180 -1.102 2.811
H -4.551 -2.848 2.710
H -2.385 -3.155 -1.898
H -1.176 -4.435 -1.713
H -1.097 -2.752 -0.846
O -2.410 0.646 3.858
S -2.883 1.771 3.095
O -4.294 2.022 3.040
O -2.146 3.089 3.686
C -0.739 2.992 3.949
C -0.402 4.161 4.880
C -2.211 1.688 1.436
H -0.192 3.062 3.005
H -0.470 2.065 4.455
H 0.690 4.246 4.878
H -0.705 3.949 5.900
H -0.791 5.097 4.489
H -1.135 1.546 1.488
H -2.425 2.605 0.895
H -2.712 0.809 1.030
O -1.455 -1.833 -3.959
S -1.762 -0.452 -3.649
O -0.689 0.510 -3.575
O -2.863 0.186 -4.681
C -2.790 -0.287 -6.029
C -3.774 0.517 -6.863
C -2.823 -0.383 -2.197
H -2.968 -1.365 -6.061
H -1.787 -0.164 -6.455
H -3.655 0.306 -7.924
H -3.667 1.594 -6.732
H -4.795 0.294 -6.551
H -3.356 0.558 -2.309
H -2.179 -0.454 -1.322
H -3.490 -1.232 -2.319
O 2.225 -1.676 1.569
S 1.812 -2.563 2.640
O 1.707 -3.964 2.374
O 2.882 -2.442 3.847
C 3.511 -1.160 4.033
C 4.354 -1.248 5.307
C 0.302 -1.976 3.467
H 2.742 -0.386 4.158
H 4.123 -0.970 3.150
H 4.951 -0.347 5.418
H 5.069 -2.041 5.077
H 3.717 -1.513 6.144
H 0.110 -2.717 4.240
H -0.488 -2.054 2.720
H 0.365 -0.956 3.834
```

# 4
Computed, not measured: C36H25ClI2N4O4SY as an isolated structure, with the ωB97M-V functional and the def2-TZVPD basis.

Summary:
- charge = -1
- gap between HOMO and LUMO (eV) = 4.14
- electronic energy (a.u.) = -3399.21407
- ΔE to the lowest compared entry with this formula, charge and spin (kJ/mol) = 45.60
- E_LUMO (eV) = 1.27

XYZ file:
```
74
C36H25ClI2N4O4SY, DFT the ωB97M-V functional and the def2-TZVPD basis
Y 0.485 0.742 0.093
I 8.027 -0.828 0.012
C 6.191 0.071 0.394
C 5.645 -0.035 1.694
C 4.382 0.338 2.010
I 3.806 0.021 3.938
C 3.556 0.902 0.992
O 2.352 1.294 1.214
C 4.122 1.025 -0.337
C 3.249 1.718 -1.375
N 2.118 0.924 -1.950
C 1.198 1.635 -2.894
C 0.356 2.750 -2.368
C -0.505 3.444 -3.234
C -1.252 4.531 -2.686
C -1.034 4.837 -1.322
C -0.208 4.050 -0.544
N 0.407 2.934 -1.048
C 5.444 0.694 -0.593
H 6.351 -0.470 2.418
H 3.906 2.146 -2.169
H 2.697 2.507 -0.856
H 2.411 0.106 -2.436
H 0.540 0.837 -3.281
H 1.752 2.022 -3.784
H -0.537 3.125 -4.251
H -1.820 5.129 -3.402
H -1.589 5.660 -0.835
H -0.089 4.245 0.516
H 5.933 0.891 -1.509
Cl -4.141 2.374 6.185
C -3.247 2.074 4.758
C -3.318 3.064 3.779
C -2.474 2.963 2.663
C -1.543 1.882 2.457
O -0.756 1.888 1.418
C -1.512 0.864 3.485
C -0.831 -0.369 3.254
N -0.215 -0.758 2.130
C -0.029 -2.141 1.961
C -0.754 -3.125 2.686
C -0.595 -4.486 2.431
C 0.245 -4.919 1.451
C 1.013 -3.988 0.659
C 1.847 -4.370 -0.444
C 2.581 -3.402 -1.092
C 2.342 -2.073 -0.798
N 1.427 -1.674 0.076
C 0.805 -2.581 0.897
C -2.427 0.938 4.565
H -4.017 3.873 3.870
H -2.474 3.673 1.838
H -0.707 -1.076 4.103
H -1.523 -2.774 3.388
H -1.170 -5.168 3.067
H 0.293 -5.973 1.152
H 2.025 -5.447 -0.628
H 3.356 -3.707 -1.821
H 3.022 -1.287 -1.182
H -2.408 0.242 5.365
O -0.953 -0.706 -3.241
C -1.637 -0.675 -2.217
O -1.138 -0.190 -1.104
C -3.002 -1.269 -2.248
C -3.188 -2.233 -3.263
C -4.411 -2.844 -3.461
C -5.470 -2.439 -2.659
C -5.351 -1.400 -1.710
C -4.091 -0.766 -1.500
S -4.005 0.582 -0.441
H -2.364 -2.463 -3.929
H -4.465 -3.502 -4.301
H -6.420 -2.942 -2.793
H -6.212 -0.918 -1.213
```

# 5
Computed, not measured: the molecule C3H4O2, with the ωB97M-V functional and the def2-TZVPD basis.

Summary:
- SMILES string = CC(=O)C=O
- charge = 0
- gap between HOMO and LUMO (eV) = 9.19
- electronic energy (a.u.) = -267.10233
- ΔE to the lowest compared entry with this formula, charge and spin (kJ/mol) = 237.49
- E_LUMO (eV) = -0.81

XYZ file:
```
9
C3H4O2, DFT the ωB97M-V functional and the def2-TZVPD basis
C 0.939 -0.546 0.016
C -0.275 -0.098 -0.646
O -0.374 0.301 -1.757
C -1.227 0.666 0.335
O -1.141 0.869 1.581
H 1.680 0.186 0.383
H 1.664 -1.332 -0.631
H 0.710 -0.988 1.151
H -1.975 0.942 -0.432
```

# 6
Computed, not measured: C7CaF21O21S7 as an isolated structure, with the ωB97M-V functional and the def2-TZVPD basis.

Summary:
- 2S+1 = 2
- charge = -4
- gap between HOMO and LUMO (spin up / spin down) (eV) = 7.48 / 3.84
- electronic energy (a.u.) = -7408.96684
- E_LUMO (spin up / spin down) (eV) = 7.85 / 4.26

XYZ file:
```
57
C7CaF21O21S7, DFT the ωB97M-V functional and the def2-TZVPD basis
Ca -16.232 -16.868 11.459
C -18.419 -12.972 13.327
F -18.604 -12.791 12.020
F -18.340 -11.787 13.934
F -19.388 -13.689 13.865
S -16.689 -13.775 13.636
O -15.602 -12.907 13.139
O -16.688 -13.895 15.099
O -16.649 -15.132 12.954
C -11.591 -17.151 12.543
F -10.698 -17.987 12.941
F -11.043 -15.982 12.780
F -11.836 -17.315 11.283
S -13.177 -17.421 13.634
O -13.233 -18.887 13.864
O -12.996 -16.685 14.868
O -14.355 -16.973 12.861
C -13.405 -20.291 8.836
F -13.374 -21.598 8.414
F -12.246 -19.847 9.338
F -13.739 -19.452 7.901
S -14.770 -19.991 10.263
O -15.056 -18.565 10.375
O -15.941 -20.775 9.895
O -14.186 -20.495 11.516
C -18.431 -20.961 13.189
F -18.359 -21.359 11.903
F -19.557 -20.356 13.375
F -18.298 -22.111 13.932
S -16.933 -19.871 13.643
O -15.704 -20.725 13.710
O -16.748 -18.828 12.596
O -17.331 -19.379 14.968
C -20.685 -16.086 10.550
F -20.294 -16.295 9.328
F -20.400 -14.824 10.876
F -22.025 -16.349 10.610
S -19.813 -17.361 11.744
O -19.846 -18.640 11.042
O -18.419 -16.858 11.932
O -20.643 -17.266 12.928
C -17.821 -13.440 8.646
F -18.811 -13.221 9.416
F -18.224 -12.885 7.537
F -16.763 -12.853 9.124
S -17.488 -15.302 8.327
O -17.353 -16.069 9.572
O -18.662 -15.660 7.509
O -16.291 -15.347 7.478
C -12.945 -15.652 8.519
F -13.278 -15.132 7.325
F -13.583 -16.782 8.516
F -11.651 -15.764 8.620
S -13.644 -14.560 9.973
O -12.491 -14.196 10.789
O -14.214 -13.335 9.373
O -14.640 -15.419 10.705
```

# 7
Computed, not measured: C3H4AgO2 as an isolated structure, with the ωB97M-V functional and the def2-TZVPD basis.

Summary:
- charge = +1
- gap between HOMO and LUMO (eV) = 7.31
- electronic energy (a.u.) = -413.81721
- ΔE to the lowest compared entry with this formula, charge and spin (kJ/mol) = 38.90
- E_LUMO (eV) = -6.04

XYZ file:
```
10
C3H4AgO2, DFT the ωB97M-V functional and the def2-TZVPD basis
C 0.527 -0.510 0.370
C 0.960 -1.251 -0.676
H 0.817 -2.332 -0.703
H 1.588 -0.765 -1.424
C -0.081 0.747 -0.229
O -1.082 1.265 0.243
Ag -2.436 3.069 0.185
H 0.569 1.285 -0.945
O -0.088 -1.056 1.429
H -0.774 -0.453 1.750
```

# 8
Computed, not measured: a 2-piece molecular cluster, C2H4FP overall, with the ωB97M-V functional and the def2-TZVPD basis.

Summary:
- SMILES string = C#C.FP
- charge = 0
- gap between HOMO and LUMO (eV) = 10.86
- electronic energy (a.u.) = -519.72490
- ΔE to the lowest compared entry with this formula, charge and spin (kJ/mol) = 186.49
- E_LUMO (eV) = 0.58

XYZ file:
```
8
C2H4FP, DFT the ωB97M-V functional and the def2-TZVPD basis
C 1.689 -0.002 -0.183
C 2.154 0.035 0.898
H 1.606 -0.253 -1.196
H 2.390 0.227 1.898
F -3.716 -0.457 0.547
P -2.567 0.189 -0.535
H -2.072 1.179 0.378
H -3.362 1.143 -1.198
```